A molecular structure, C46H36Cl5F4N3SbV. Source: the OMol25 dataset; level of theory: ωB97M-V with the def2-TZVPD basis set.

The charge is -1. Its energy above the lowest of the compared OMol25 structures with the same formula, charge and spin is 1.161 eV. As for the spin multiplicity: 4. The HOMO-LUMO gap (alpha / beta) comes out at 6.4 / 7.0 eV. Its largest force on an atom is 0.0472 hartree/bohr. The value obtained for the HOMO energy (alpha / beta) is -4.01 / -4.66 eV.

Geometry as XYZ:
```
96
Properties=species:S:1:pos:R:3:forces:R:3
V 0.050 0.489 -0.739 -1.4 -0.3 1.1
C -5.005 -0.302 -2.219 0.0 0.1 0.0
N -3.610 -0.543 -2.544 -0.3 -0.4 -0.2
C -3.424 -0.724 -3.975 -0.2 -0.3 0.0
C -3.069 -1.695 -1.822 -0.2 0.0 0.1
C -3.063 -1.589 -0.303 0.1 0.2 0.2
N -2.276 -0.477 0.242 0.1 -0.5 0.6
C -2.517 -0.140 1.519 -0.4 -0.1 0.0
C -1.854 0.997 2.074 -0.2 -0.4 0.0
F -0.884 1.551 1.312 0.2 0.5 -0.4
C -2.074 1.532 3.313 -0.1 -0.2 0.0
F -1.376 2.617 3.680 0.2 0.2 0.0
C -2.973 0.968 4.199 0.0 0.0 0.2
C -3.590 -0.182 3.747 0.1 0.1 -0.1
F -4.437 -0.821 4.575 -0.1 -0.1 0.1
C -3.385 -0.729 2.501 0.1 0.2 -0.3
F -4.024 -1.903 2.274 0.0 -0.1 -0.2
H -5.630 -1.196 -2.388 0.0 0.0 0.0
H -5.393 0.509 -2.838 0.0 0.0 0.0
H -5.101 -0.005 -1.174 0.0 0.0 0.0
H -3.922 -1.635 -4.348 0.0 0.0 0.0
H -2.358 -0.796 -4.200 0.0 0.0 0.0
H -3.829 0.133 -4.515 -0.1 -0.3 -0.1
H -2.065 -1.860 -2.185 0.4 0.0 -0.1
H -3.661 -2.593 -2.074 0.1 0.0 0.0
H -2.687 -2.552 0.066 -0.1 0.0 -0.1
H -4.107 -1.530 0.006 -0.1 0.0 0.2
H -3.165 1.379 5.181 0.0 0.0 -0.1
Cl 1.484 1.700 -3.768 -0.2 0.2 0.3
C 1.370 -0.016 -3.527 0.0 -0.3 0.3
C 0.821 -0.548 -2.323 0.8 -1.3 -1.9
C 0.812 -1.967 -2.363 -0.1 0.4 -0.3
Cl 0.066 -2.860 -1.054 0.1 0.3 0.5
C 1.309 -2.766 -3.394 -0.1 -0.1 0.3
Cl 1.238 -4.495 -3.309 0.0 0.0 0.0
C 1.861 -2.171 -4.512 0.0 0.0 -0.1
Cl 2.491 -3.129 -5.801 0.0 0.0 0.0
C 1.877 -0.783 -4.577 0.0 0.2 0.0
Cl 2.537 -0.031 -5.990 0.0 -0.1 0.0
N -1.661 1.224 -1.623 0.1 1.3 -0.4
C -1.720 2.382 -2.459 0.2 -0.1 0.2
C -2.531 2.359 -3.584 -0.2 -0.1 -0.1
C -2.640 3.465 -4.410 0.1 0.0 0.1
C -1.928 4.612 -4.094 0.0 0.0 0.0
C -1.093 4.619 -2.985 0.0 0.0 -0.1
C -0.954 3.515 -2.141 0.1 -0.1 0.1
C 0.083 3.542 -1.056 0.1 0.0 0.0
C 0.400 4.791 -0.501 -0.1 0.0 0.0
C 1.508 4.969 0.310 0.0 -0.1 0.0
C 2.338 3.884 0.556 0.0 -0.1 0.0
C 1.977 2.631 0.073 -0.2 0.3 -0.1
C 0.821 2.380 -0.697 0.6 1.0 0.0
H -2.247 0.454 -1.962 -0.3 0.5 -0.1
H -2.030 1.434 -0.695 -0.2 0.0 -0.2
H -3.084 1.451 -3.809 0.3 0.7 0.2
H -3.261 3.426 -5.296 0.0 0.0 0.0
H -2.003 5.493 -4.721 0.1 0.0 0.0
H -0.484 5.495 -2.801 0.0 0.0 0.0
H -0.242 5.644 -0.701 0.0 0.0 0.0
H 1.727 5.942 0.735 0.0 0.0 0.0
H 3.245 4.006 1.141 0.0 0.0 0.0
H 2.644 1.809 0.315 0.0 -0.1 0.0
C 3.840 1.463 5.066 0.0 0.0 -0.1
C 4.578 0.844 4.066 -0.1 0.0 0.0
C 3.934 0.270 2.973 -0.1 0.0 0.1
C 2.543 0.302 2.869 -0.1 0.2 0.0
C 1.817 0.967 3.861 0.0 0.0 -0.1
C 2.457 1.534 4.955 0.0 0.0 0.0
Sb 1.503 -0.633 1.222 1.0 -0.7 0.7
C 0.573 -2.143 2.442 -0.1 0.0 0.0
C 0.785 -3.515 2.305 0.0 0.0 0.0
C 0.085 -4.423 3.093 0.0 0.1 0.0
C -0.855 -3.976 4.012 0.0 0.1 0.0
C -1.092 -2.613 4.142 0.0 -0.1 0.0
C -0.378 -1.707 3.367 0.1 -0.1 0.0
C 3.243 -1.655 0.490 -0.1 0.0 -0.1
C 3.860 -2.726 1.140 0.0 0.1 0.0
C 4.942 -3.375 0.558 0.0 0.0 0.0
C 5.437 -2.947 -0.669 0.0 0.0 0.1
C 4.862 -1.854 -1.302 0.0 0.0 0.1
C 3.768 -1.215 -0.727 0.0 -0.2 0.1
H 4.341 1.899 5.923 0.0 0.0 0.0
H 5.660 0.806 4.133 0.0 0.0 0.0
H 4.527 -0.204 2.201 0.0 0.0 0.0
H 0.738 1.062 3.777 0.1 0.0 0.0
H 1.875 2.039 5.717 0.0 0.0 0.0
H 1.489 -3.892 1.573 0.0 0.0 0.0
H 0.271 -5.485 2.979 0.0 0.0 0.0
H -1.409 -4.684 4.617 0.0 0.0 0.0
H -1.848 -2.252 4.832 0.1 0.0 0.0
H -0.593 -0.649 3.478 0.0 -0.2 0.1
H 3.506 -3.044 2.115 0.0 0.0 -0.1
H 5.397 -4.222 1.062 0.0 0.1 0.0
H 6.276 -3.460 -1.125 0.0 0.0 0.0
H 5.257 -1.501 -2.248 0.0 0.0 0.0
H 3.311 -0.375 -1.239 0.0 0.0 0.0
```
Positions in Å, forces in eV/Å.